ORCA calculation (ωB97M-V/def2-TZVPD) on a cluster of 9 separate species, C27H81O36P9 in total in a non-equilibrium geometry.

Computed properties:
multiplicity	2
net charge	+1
energy above the lowest of the compared OMol25 structures with the same formula, charge and spin	91.2	kcal per mole
Kohn-Sham gap (spin up / spin down)	8.66 / 1.30	eV

Atoms and positions in Å:
P -10.84484 23.23314 12.78087
P -9.51706 13.41311 17.41457
P -9.48879 26.22919 19.97691
P -10.35460 17.80787 10.05955
P -16.28030 19.06535 25.72956
P -4.36857 16.77096 20.51019
P -10.86974 18.16604 19.25792
P -6.55637 18.57887 14.32411
P -9.04788 17.10760 26.43726
O -8.25013 26.49280 19.24650
O -12.08059 18.16428 20.31958
O -10.56479 27.47365 20.04013
O -5.74065 17.90664 13.10640
O -11.57824 18.70963 10.05410
O -8.17363 13.47240 18.41606
O -9.83723 17.10075 19.37068
O -10.32361 19.57471 19.67049
O -8.45838 18.42562 27.31735
O -16.35655 17.82237 24.72934
O -11.94779 24.34537 12.25280
O -5.67494 18.24121 15.69883
O -10.41387 14.61809 18.06882
O -10.11044 16.96939 8.71646
O -10.29167 16.73555 11.20467
O -7.96086 18.25628 14.48750
O -9.00211 14.07340 15.97406
O -6.23301 20.19386 14.15551
O -11.47026 18.43005 17.78051
O -9.55238 15.96977 27.59775
O -10.97020 21.94222 11.76967
O -10.24262 12.04259 17.25232
O -9.37886 23.88158 12.29915
O -10.92584 22.94823 14.21501
O -3.30075 16.31828 19.29381
O -5.66978 17.42674 19.79458
O -10.48422 17.61876 25.77304
O -10.38433 25.00222 19.53909
O -14.61784 19.17103 25.81473
O -3.58548 18.00419 21.15962
O -9.14291 25.85138 21.53139
O -7.98535 16.56013 25.56459
O -16.79959 18.39310 27.10826
O -17.04015 20.28449 25.32285
O -4.81641 15.73300 21.56617
O -8.97225 18.56607 10.40868
C -5.93448 16.54415 12.85684
C -8.31940 15.31182 16.03394
C -7.01525 18.53098 27.58497
C -6.23795 18.64824 16.86762
C -10.12698 14.78813 27.14580
C -3.02769 18.94865 20.27599
C -8.08869 13.10439 19.84100
C -12.28454 24.47697 10.93213
C -11.60470 27.68091 20.94702
C -11.74876 18.18730 21.70240
C -6.91790 20.92131 13.13061
C -3.76349 15.40563 18.32503
C -8.60380 26.81685 22.48341
C -14.07109 20.34824 26.35021
C -6.87042 17.50056 20.58276
C -11.41086 14.33784 19.15369
C -8.72119 16.47141 8.55234
C -8.50954 19.55223 9.51753
C -10.82591 20.65388 12.37848
C -10.63860 24.66753 18.12541
C -8.27520 24.10335 13.21641
C -10.64525 19.05366 25.50112
C -16.06913 17.92311 23.32679
C -10.82462 16.98664 12.41894
C -10.75669 18.20360 16.53649
C -11.12353 20.75142 19.67312
C -16.13631 17.26303 27.63345
H -10.95074 20.61027 13.46043
H -10.14538 17.11029 13.26241
H -8.11110 23.47659 14.09296
H -8.85915 19.54093 8.48519
H -6.75816 17.77353 21.63203
H -9.69199 13.96325 27.71014
H -7.51390 16.62075 20.58184
H -6.41139 21.86188 12.91408
H -12.87931 25.38509 10.83379
H -7.29484 15.25973 15.66563
H -16.22917 17.22284 28.71874
H -8.18071 16.35935 9.49224
H -7.85573 21.30476 13.53256
H -7.42094 19.54437 9.57242
H -8.54336 25.10790 13.54366
H -8.70588 15.52195 8.01717
H -11.36927 17.92851 12.35295
H -14.72797 20.82721 27.07629
H -11.65999 20.16956 11.87070
H -5.46403 18.79581 17.62086
H -9.85359 14.68142 26.09606
H -6.95813 19.07462 28.52799
H -9.71880 24.24262 17.72349
H -3.88522 19.43240 19.80833
H -7.85479 26.40174 23.15777
H -12.83272 23.59210 10.60870
H -9.48950 27.00447 23.09041
H -12.07992 20.68747 20.19208
H -9.69485 18.33512 16.74453
H -10.77754 17.17917 16.16473
H -8.94449 12.48540 20.11038
H -6.48255 19.15135 26.86423
H -13.25565 19.92234 26.93481
H -6.04756 15.97471 13.77936
H -3.47806 15.61993 17.29513
H -2.50562 19.74487 20.80664
H -11.97821 26.84957 21.54491
H -6.65517 17.73460 17.29108
H -10.71371 18.24801 22.03865
H -15.01977 17.71847 23.11449
H -4.85289 15.37443 18.34414
H -7.20684 12.49286 20.03198
H -11.42560 15.02884 19.99654
H -6.90286 16.37457 12.38612
H -16.12166 18.98401 23.08217
H -15.08374 17.07832 27.41878
H -10.99435 19.46033 26.45026
H -7.96966 13.99166 20.46284
H -11.48418 24.66654 10.21688
H -7.16016 20.33343 12.24528
H -6.40119 17.66121 27.81848
H -7.30009 24.21326 12.74189
H -10.50215 21.48322 20.18934
H -8.87788 15.97389 15.37222
H -11.41580 23.90546 18.06803
H -12.39552 17.43697 22.15717
H -10.79485 25.60154 17.58567
H -9.66772 19.43953 25.21197
H -16.71690 16.40846 27.28597
H -12.25328 19.09956 22.02076
H -8.35538 15.65512 17.06784
H -9.83703 20.24465 12.17174
H -2.39408 18.53119 19.49346
H -11.42679 16.14168 12.75292
H -11.33906 13.33517 19.57510
H -5.25776 16.16024 12.09346
H -12.40963 27.95985 20.26705
H -3.38697 14.40697 18.54636
H -7.03060 19.37456 17.04717
H -16.68006 17.27640 22.69699
H -8.94103 20.53337 9.71578
H -11.31225 19.27749 24.66859
H -7.54075 18.28989 20.24257
H -11.21499 14.75529 27.08873
H -13.74880 21.14922 25.68489
H -10.96016 19.01038 15.83237
H -11.17842 21.11495 18.64699
H -8.02809 17.08383 7.97560
H -8.30199 27.81623 22.16992
H -11.50426 28.56635 21.57472
H -12.39417 14.29637 18.68519


ORCA calculation (ωB97M-V/def2-TZVPD) on a cluster of 10 separate species, C27H85NO36P9 in total in a non-equilibrium geometry.

Computed properties:
multiplicity	1
net charge	+1
Kohn-Sham gap	11.30	eV

Atoms and positions in Å:
P -2.90509 3.51467 3.31491
P 0.71121 4.15191 -0.17043
P 3.53475 -3.41062 -0.43679
P -2.36285 -0.45320 -6.37403
P -4.82785 -3.68320 2.67432
P 5.48672 2.06892 2.06291
P 2.78878 0.29865 -3.68924
P 0.49432 -2.01250 4.04994
P -2.36939 -0.61242 -1.29869
O 5.85086 1.91357 0.53617
O 1.94322 -1.72540 4.63463
O 4.75340 3.48674 2.15080
O -0.46832 -1.77761 5.21706
O -1.83750 3.10808 4.43031
O -3.79319 -0.85641 -6.87855
O 3.87972 -3.35132 -1.98753
O 0.51885 -3.60913 3.71458
O 0.25865 -1.14005 2.82836
O 4.27883 0.28885 -4.44798
O -0.48657 4.13598 -1.15829
O -1.87387 -1.41866 -5.32705
O -2.68555 1.03269 -5.87604
O -1.47936 -0.20471 -7.67279
O 1.28814 2.83004 0.15308
O -3.25328 5.02212 3.65780
O -3.01012 -0.32591 -2.67545
O 4.88845 -3.43896 0.33792
O -3.47473 -0.04976 -0.27595
O 3.12481 -4.97399 -0.14139
O -1.03513 -0.07477 -1.08075
O 1.98592 1.35813 -4.56739
O -2.48333 -2.10001 -0.97756
O 2.79350 0.52135 -2.23711
O 2.29896 -1.12281 -4.18337
O -5.36716 -4.71046 3.74401
O 1.70044 5.12790 -0.84726
O -6.06091 -3.58398 1.71255
O -4.38430 -2.31614 3.06482
O -2.52681 3.38762 1.88550
O -3.73485 -4.57188 1.92303
O 2.41848 -2.50718 -0.10857
O 6.85532 2.29471 2.75745
O 4.67284 0.99767 2.61063
O -4.15798 2.61880 3.86047
O 0.28606 4.86454 1.20790
N 1.14775 0.14429 0.46966
C -6.33184 -4.31898 4.76952
C 2.14454 -0.33659 5.09660
C -5.32405 2.68254 3.01635
C 7.82669 1.25672 2.76957
C -4.51332 -0.18660 -7.89767
C -4.15186 -1.07705 -3.17091
C -0.56922 -1.16184 -8.28796
C -0.61302 5.99389 1.38846
C -1.70869 -1.08217 5.19995
C 0.89653 -1.43188 -3.95886
C 4.79164 1.44722 -0.32245
C -1.63280 3.28218 -0.84824
C 1.41924 2.50726 -3.91366
C -3.07272 -0.06485 1.12264
C 3.13536 5.05393 -0.70225
C 5.09325 -2.31223 1.24733
C 5.10643 -3.83281 -2.55225
C 3.46098 3.43252 2.83064
C -1.48829 -3.07475 -1.25120
C 5.22730 -0.65231 -3.94954
C -3.61071 5.34446 5.03350
C 1.85433 -5.47434 -0.60094
C -0.61053 2.66397 3.92128
C 1.29338 -3.87445 2.50893
C -2.34429 -4.26177 2.13777
C -6.06857 -2.51038 0.68169
C -1.80989 1.82389 -5.10983
H 1.09392 1.14818 0.76826
H -2.07269 0.40772 1.22506
H -5.09231 -2.16265 0.39090
H 1.98656 0.07593 -0.08126
H 2.86934 -0.58280 5.91300
H 0.63970 -2.46163 -4.35936
H 0.49457 2.25004 -3.33501
H 1.26382 0.18035 5.43834
H 3.47102 4.22047 -1.35682
H -1.59445 -0.07413 4.72262
H 5.26424 -1.43458 0.74713
H 1.63808 -4.98309 -1.53608
H 1.31141 3.26913 -4.69481
H -4.54442 4.76204 5.21106
H 8.59001 1.73076 3.38414
H -0.66520 -2.82634 -0.56348
H 0.00445 3.45189 3.41908
H -0.79858 1.89842 3.16766
H 5.97106 -0.21461 -3.28912
H -1.07142 -1.76652 -8.98971
H -4.90011 -0.99657 -2.36528
H 1.95350 2.92338 -3.09470
H -0.27279 6.89456 0.91830
H -3.05759 -1.04283 1.61907
H -1.29354 2.31582 -0.46050
H 3.53935 3.33982 3.92115
H -5.20504 3.48597 2.29032
H 1.04262 -5.24956 0.16177
H 5.90140 -2.70092 1.88896
H 4.71721 -1.52024 -3.44353
H -6.09156 -4.78885 5.69609
H -6.64153 -1.76582 1.12369
H -1.64041 5.70496 1.04860
H 8.27469 1.11502 1.70599
H 4.18486 -2.30083 1.84655
H -4.48774 0.90877 -7.76602
H 1.48595 -4.87724 2.45139
H -1.74127 -4.82355 1.49895
H 2.82840 0.17223 4.44449
H 1.16708 -0.43609 1.31218
H 7.40938 0.30746 3.22721
H 3.82328 1.96595 -0.03611
H -2.43202 2.69915 -4.89239
H -0.10805 2.15120 4.73696
H -6.19258 3.07754 3.56521
H -4.43097 -0.49664 -4.07644
H -2.85287 4.88709 5.58361
H -3.82142 -2.12157 -3.40286
H -2.18307 -3.17928 1.97770
H 1.97329 -6.59256 -0.68800
H 5.04077 1.66267 -1.33437
H 0.28977 -0.60170 -8.60385
H -0.98297 2.20191 -5.71735
H -6.21951 -3.24791 4.82099
H -1.22782 -3.08447 -2.33845
H -2.21023 3.83808 -0.04562
H -2.23727 -4.39860 3.19925
H 0.59777 -1.14379 -2.89428
H -0.80119 6.15069 2.43528
H -3.80619 0.56962 1.56084
H -2.15802 3.17635 -1.77226
H -6.70290 -2.86672 -0.14863
H 0.67105 -3.56554 1.64400
H -1.83130 -0.82229 6.25940
H -2.03609 -3.99692 -1.13431
H 3.43781 4.93867 0.31258
H 5.03939 -3.56232 -3.62664
H 5.16059 -4.92361 -2.49551
H -5.53991 -0.54505 -7.84432
H 0.25866 -0.71577 -4.55066
H -4.09030 -0.55300 -8.84186
H 3.57576 6.00056 -1.02919
H -3.73737 6.41902 5.18616
H -5.43164 1.67269 2.50359
H 5.82486 -1.00400 -4.75991
H 0.33967 -0.04587 -0.15948
H 2.27962 -3.44897 2.47254
H -2.47965 -1.78972 4.83625
H 4.58793 0.41396 -0.20549
H -0.17045 -1.84860 -7.53920
H -1.42792 1.26533 -4.26214
H 2.99251 4.34765 2.60186
H 6.01936 -3.40549 -2.10650
H 2.84435 2.60448 2.50710
H -7.35842 -4.60804 4.35106


no.,E_tot (eV)
1,-186625.0971
2,-188192.7835